A cluster of 7 separate species, C10H32IN8O6 in total in a non-equilibrium geometry, computed with ωB97M-V/def2-TZVPD.

Element x y z (Å)
I1 -0.31142 1.42694 0.06497
C1 -1.78583 -5.04916 1.74922
C2 -0.24101 -5.45012 1.91529
C3 0.09439 -6.88161 1.56181
O1 0.48919 -4.59335 1.03009
H1 -2.29145 -5.54061 0.91800
H2 -2.01502 -3.98720 1.66087
H3 -2.19663 -5.63007 2.57499
H4 0.16674 -5.17467 2.88790
H5 0.46145 -7.17916 0.57956
H6 -0.70326 -7.56765 1.84678
H7 0.96817 -7.10981 2.17215
H8 0.33780 -3.68314 1.29505
C4 6.16900 0.60887 1.94565
C5 6.01248 1.96143 2.70314
C6 5.97543 3.23643 1.83581
O2 4.68438 1.86098 3.30140
H9 5.50781 0.49787 1.08623
H10 5.88942 -0.24255 2.56616
H11 7.19895 0.54112 1.59535
H12 6.89767 2.05440 3.33234
H13 6.16031 4.08112 2.49945
H14 5.02819 3.53616 1.38747
H15 6.74430 3.23339 1.06319
H16 4.01518 1.76529 2.61977
C7 3.27168 1.15781 -5.67878
O3 3.91727 1.02715 -6.74446
N1 2.44199 2.09861 -5.30520
N2 3.33962 0.40153 -4.66193
H17 2.08491 1.94337 -4.37327
H18 2.12238 2.87270 -5.86977
H19 2.85740 0.60404 -3.79790
H20 3.77188 -0.50835 -4.73530
C8 -2.56221 -3.02927 -4.26352
O4 -2.95997 -3.12586 -5.40610
N3 -3.19426 -2.42022 -3.35631
N4 -1.35175 -3.30038 -3.83883
H21 -4.11809 -2.06594 -3.55910
H22 -2.64938 -2.00110 -2.61635
H23 -1.09716 -3.10752 -2.88067
H24 -0.67198 -3.77491 -4.41576
C9 -7.51085 -0.27001 0.59368
O5 -7.03065 -1.34367 0.39624
N5 -6.91798 0.87893 0.58836
N6 -8.74701 -0.06480 0.97457
H25 -5.91207 0.87849 0.49760
H26 -7.38703 1.61153 1.10158
H27 -9.32611 -0.78299 0.56355
H28 -9.17761 0.84881 0.97859
C10 -1.01606 7.20797 2.79506
O6 -1.44426 8.08049 3.54983
N7 0.19432 6.70459 2.88219
N8 -1.66174 6.73808 1.71084
H29 0.86118 7.17392 3.47813
H30 0.51098 5.87750 2.39666
H31 -1.44218 5.77140 1.51738
H32 -2.45144 7.20300 1.28619

Gap between HOMO and LUMO in eV: 6.7
Net charge: -1
2S+1: 1
HOMO level in eV: -4.47

A structure of composition C29H22Cl2F5N2O6PS2Zr in a non-equilibrium geometry, computed with ωB97M-V/def2-TZVPD.

Element x y z (Å)
Zr1 0.27124 0.41559 -0.76510
N1 2.17679 0.85967 -2.08588
C1 1.98061 2.10751 -2.85708
C2 1.12129 3.07048 -2.04010
O1 1.35450 4.26206 -2.00387
N2 0.10254 2.42328 -1.40882
C3 -0.72715 3.19617 -0.49054
C4 -1.08299 2.35483 0.74048
O2 -2.05512 2.52414 1.41590
O3 -0.16844 1.38088 0.95234
H1 2.34153 0.07388 -2.70989
H2 2.98016 0.93607 -1.46977
H3 2.91163 2.61190 -3.10844
H4 1.44017 1.86525 -3.77214
H5 -0.18062 4.07764 -0.14161
H6 -1.65898 3.52920 -0.94797
O4 -2.35360 0.47407 -3.76945
S1 -1.68179 -0.25377 -2.75215
O5 -0.19921 -0.38382 -2.89984
O6 -1.83792 0.26337 -1.34445
C5 -2.30245 -1.90388 -2.66358
C6 -3.44820 -2.19198 -3.38317
C7 -3.99417 -3.46786 -3.31288
C8 -3.38712 -4.43206 -2.52956
C9 -2.23244 -4.13080 -1.81650
C10 -1.66868 -2.86461 -1.86480
P1 -0.10236 -2.52742 -0.96172
C11 1.13321 -3.37185 -1.99778
C12 0.89413 -3.57183 -3.35613
C13 1.88836 -4.08517 -4.17704
C14 3.13183 -4.40151 -3.65191
C15 3.38066 -4.19679 -2.30137
C16 2.39262 -3.67965 -1.47902
C17 -0.21686 -3.48447 0.56835
C18 0.23267 -4.73588 0.69770
C19 0.23838 -5.40934 1.99622
C20 -0.40939 -4.89449 3.03826
C21 -1.21372 -3.62494 2.92764
C22 -0.63338 -2.74116 1.81833
H7 -3.90150 -1.41979 -3.98912
H8 -4.89139 -3.69992 -3.87047
H9 -3.80892 -5.42659 -2.46766
H10 -1.77046 -4.89395 -1.20429
H11 -0.07029 -3.33120 -3.78401
H12 1.68388 -4.23826 -5.22860
H13 3.90478 -4.80524 -4.29264
H14 4.34970 -4.43637 -1.88341
H15 2.60870 -3.50896 -0.43214
H16 0.62463 -5.27066 -0.15886
H17 0.76936 -6.34770 2.08947
H18 -0.42190 -5.41830 3.98656
H19 -1.10403 -3.05950 3.85882
H20 0.26330 -2.24683 2.20052
F1 3.86778 2.70674 4.96128
C23 3.49334 1.91389 3.95871
C24 3.19080 2.45210 2.71920
F2 3.27045 3.76741 2.52705
C25 2.80752 1.61502 1.68887
F3 2.51263 2.19062 0.50247
C26 2.70102 0.23886 1.84110
S2 2.20689 -0.86646 0.55462
C27 3.00747 -0.26700 3.09894
F4 2.91388 -1.58147 3.33573
C28 3.39875 0.54651 4.14784
F5 3.67829 0.01898 5.34094
Cl1 -3.20827 -4.87200 1.42763
C29 -2.70764 -3.93048 2.86625
Cl2 -1.75456 -1.39228 1.41618
H21 -2.99276 -4.52200 3.73354
H22 -3.29236 -3.01616 2.85215

Gap between HOMO and LUMO in eV: 8.0
Net charge: 0
2S+1: 1
HOMO level in eV: -8.51

A cluster of 11 separate species, C5H32NO12 in total in a non-equilibrium geometry, computed with ωB97M-V/def2-TZVPD.

Element x y z (Å)
C1 3.23836 -1.33841 1.39228
N1 1.80591 -1.16009 1.32416
C2 1.42379 0.25077 1.14495
C3 0.70685 0.18198 -0.31627
C4 1.70596 0.06901 -1.41766
O1 1.04348 0.37174 -2.64596
C5 0.40346 0.60967 2.29724
O2 0.00398 1.91248 2.28064
H1 3.69110 -0.52504 1.93902
H2 3.51573 -2.17817 2.27803
H3 3.67830 -1.45790 0.36347
H4 1.30076 -1.76146 1.96146
H5 2.17736 1.00531 1.18719
H6 -0.05776 -0.64514 -0.52780
H7 0.07567 1.11036 -0.45871
H8 2.66251 0.65362 -1.27163
H9 2.06375 -0.94242 -1.51139
H10 0.26860 1.07184 -2.38370
H11 -0.52961 -0.04212 2.13289
H12 0.85628 0.46242 3.34368
H13 -0.04603 -1.82866 -2.43836
H14 -1.46642 -2.05171 -2.10300
O3 -0.66950 -2.59505 -2.24290
H15 -0.34208 2.97578 -2.58344
H16 -0.19664 2.95818 -0.94786
O4 -0.62042 2.34639 -2.05747
H17 -2.11236 1.62556 -2.50351
H18 -2.80281 1.15749 -3.70765
O5 -2.90413 1.23147 -2.76751
H19 -2.00824 2.07698 0.53432
H20 -2.24935 1.76026 1.93137
O6 -2.64591 1.66518 1.06290
H21 -0.87550 -2.69393 1.93230
H22 -0.90521 -2.87545 3.47717
O7 -0.30587 -2.98313 2.69951
H23 -0.04158 -3.43944 -0.85105
H24 0.51572 -3.00993 0.46104
O8 0.01870 -3.69458 0.03627
H25 -1.94674 -3.16067 0.40932
H26 -3.01356 -1.87498 0.29203
O9 -2.71744 -2.68181 0.74490
H27 -3.25811 -0.08183 -1.26692
H28 -3.10386 0.32049 0.17121
O10 -3.42242 -0.44537 -0.39336
H29 1.87649 2.29716 -1.58278
H30 1.97548 3.04797 -0.08287
O11 2.52083 2.62678 -0.88016
H31 0.48453 4.11678 -0.03573
H32 0.08722 2.32915 1.48084
O12 0.14072 3.23249 0.09952

Gap between HOMO and LUMO in eV: 8.5
Net charge: -1
2S+1: 1
HOMO level in eV: -5.63

> HOMO level of number 3 (C5H32NO12)?

-5.63 eV